DFT (the ωB97M-V functional and the def2-TZVPD basis) results for a cluster of 9 separate species, C40H103N5O13 in total at a distorted geometry.

Geometry as XYZ:
```
161
Properties=species:S:1:pos:R:3:forces:R:3:mulliken_charge:R:1
C 4.866 -13.423 14.068 0.365 -0.203 -0.212 -1.03
C 4.001 -12.961 12.897 0.160 0.122 0.573 0.94
C 2.630 -13.604 12.795 -0.287 -0.081 -0.538 -0.82
O 3.863 -11.534 12.983 0.164 -0.125 -0.193 -0.64
H 5.900 -13.124 13.874 -0.051 0.284 0.153 0.37
H 4.899 -14.510 14.135 -0.314 0.019 -0.024 -0.10
H 4.579 -13.050 15.051 -0.266 0.202 -0.136 0.45
H 4.598 -13.179 12.003 -0.215 -0.193 -0.161 -0.09
H 2.153 -13.359 11.842 0.191 0.003 -0.082 0.28
H 1.917 -13.233 13.534 0.335 -0.062 0.368 0.31
H 2.679 -14.694 12.824 0.018 0.003 0.187 0.01
H 3.666 -11.240 12.088 -0.089 0.204 0.137 0.37
C 8.153 -20.933 14.343 -1.212 -0.344 -0.578 -1.54
C 7.762 -19.811 13.407 0.192 0.767 -0.393 0.70
C 7.271 -20.300 12.056 0.341 -0.066 -0.512 -0.06
O 6.721 -19.042 14.007 -0.313 -0.063 0.337 -0.56
H 7.261 -21.574 14.340 0.110 -0.077 0.527 0.29
H 8.355 -20.571 15.346 0.183 -0.086 0.009 0.37
H 8.936 -21.563 13.925 0.336 0.282 0.134 0.40
H 8.613 -19.126 13.266 0.097 -0.199 -0.137 0.19
H 6.339 -20.863 12.143 0.107 -0.179 0.159 -0.55
H 8.024 -20.901 11.538 -0.053 -0.152 0.145 0.64
H 7.059 -19.466 11.384 0.005 0.136 0.169 -0.08
H 6.414 -18.387 13.347 0.439 -0.077 0.263 0.02
C 9.229 -12.231 7.679 -0.036 0.389 -0.083 -1.12
C 9.597 -11.943 9.112 0.912 -0.841 1.003 0.46
C 9.658 -13.212 9.986 -0.462 0.093 -0.169 -0.82
O 10.908 -11.362 9.074 -0.108 0.148 -0.275 -0.56
H 9.275 -11.292 7.126 -0.158 -0.080 -0.136 0.38
H 8.243 -12.679 7.571 -0.078 0.109 0.127 0.11
H 9.957 -12.910 7.233 0.067 -0.017 0.116 0.34
H 8.926 -11.253 9.636 -0.206 0.128 -0.456 0.24
H 10.090 -14.067 9.464 0.040 0.082 -0.108 0.21
H 8.645 -13.474 10.307 0.072 -0.121 -0.007 -0.07
H 10.249 -13.046 10.887 -0.039 0.110 0.020 0.45
H 11.205 -11.232 9.978 0.018 0.027 0.017 0.33
C 6.128 -14.847 8.482 0.063 0.266 -0.642 -0.58
C 6.800 -15.182 7.156 -0.250 -0.810 -0.064 0.21
C 8.005 -16.099 7.330 -0.609 -0.340 0.572 -0.82
O 5.778 -15.885 6.423 0.130 0.245 -0.145 -0.54
H 5.679 -15.742 8.913 0.155 -0.100 0.009 0.05
H 5.318 -14.158 8.237 -0.013 0.130 0.365 0.46
H 6.832 -14.401 9.184 -0.079 0.076 0.032 -0.10
H 7.066 -14.270 6.616 0.019 0.079 0.016 0.45
H 8.835 -15.571 7.798 0.152 -0.109 -0.132 0.11
H 8.296 -16.644 6.431 0.177 0.491 -0.242 0.46
H 7.657 -16.897 7.995 0.262 0.044 0.193 0.00
H 6.096 -16.013 5.523 -0.055 -0.068 0.041 0.32
C 0.513 -23.766 14.913 0.318 0.299 -0.013 -0.87
O 1.229 -23.225 13.828 -0.234 0.060 -0.238 -0.29
C 2.600 -22.987 14.098 -0.301 -0.582 -0.071 -1.10
C 3.187 -22.278 12.896 -0.138 0.692 0.537 0.83
N 3.025 -23.051 11.676 -0.246 -0.174 0.267 -0.34
C 3.378 -22.316 10.474 0.746 0.663 0.302 -0.13
C 2.384 -21.282 9.978 -0.339 -0.554 0.100 0.40
O 1.207 -21.989 9.599 0.027 0.057 -0.276 -0.49
C 0.395 -21.252 8.724 -0.097 -0.135 -0.348 -0.80
H 0.807 -24.800 15.117 0.028 -0.021 0.056 0.32
H -0.546 -23.730 14.669 -0.009 -0.040 -0.048 0.24
H 0.698 -23.147 15.799 -0.121 -0.161 0.161 0.32
H 3.117 -23.938 14.282 0.000 -0.087 -0.146 0.60
H 2.674 -22.424 15.038 0.220 0.349 -0.166 0.33
H 4.227 -22.044 13.147 0.201 -0.274 -0.379 -0.15
H 2.716 -21.291 12.811 -0.120 0.072 0.083 -0.45
H 2.036 -23.282 11.634 0.109 -0.232 -0.122 0.38
H 3.619 -23.007 9.664 -0.246 -0.071 -0.036 0.33
H 4.305 -21.765 10.681 0.022 -0.080 0.025 -0.35
H 2.846 -20.745 9.140 -0.200 -0.016 -0.158 0.66
H 2.096 -20.545 10.732 0.310 0.053 0.144 -0.58
H -0.509 -21.821 8.508 -0.024 -0.077 0.231 0.40
H 0.894 -21.103 7.759 0.120 0.184 0.025 0.34
H 0.107 -20.279 9.132 0.026 0.103 0.099 0.22
C 2.838 -15.360 16.167 -0.154 -0.622 1.140 -0.94
O 3.452 -16.120 15.168 -0.262 -0.018 -0.960 0.21
C 3.940 -17.394 15.563 0.010 0.642 0.347 -0.36
C 2.854 -18.451 15.701 0.649 -0.399 -0.185 -1.04
N 2.110 -18.646 14.480 -0.258 0.103 -0.718 0.72
C 0.993 -19.575 14.559 0.028 0.282 0.942 -0.71
C 0.089 -19.413 13.345 0.468 -0.287 0.255 0.32
O -0.358 -18.071 13.201 -0.235 -0.203 -0.046 0.01
C -1.366 -17.789 14.156 0.077 0.271 0.105 -0.91
H 2.294 -14.517 15.751 0.371 0.102 -0.235 0.16
H 3.585 -15.060 16.916 -0.047 0.388 -0.168 0.31
H 2.101 -15.940 16.742 -0.056 -0.108 -0.192 0.35
H 4.490 -17.260 16.507 -0.144 -0.301 0.052 0.59
H 4.687 -17.669 14.819 -0.211 -0.167 -0.098 -0.22
H 2.215 -18.277 16.575 -0.090 0.118 0.074 0.43
H 3.417 -19.375 15.879 -0.162 -0.070 0.269 0.38
H 1.777 -17.784 14.058 0.086 0.175 0.373 -0.05
H 0.438 -19.403 15.497 -0.212 0.053 -0.098 0.43
H 1.357 -20.597 14.672 0.007 -0.125 -0.415 -0.16
H -0.771 -20.086 13.412 -0.008 -0.088 0.028 0.63
H 0.677 -19.703 12.473 -0.145 0.316 -0.246 -0.77
H -1.782 -16.801 13.974 0.141 0.064 -0.248 0.23
H -0.956 -17.782 15.168 -0.060 -0.072 0.089 0.30
H -2.185 -18.511 14.103 0.020 -0.123 -0.018 0.36
C -2.026 -18.573 3.646 -0.051 0.257 0.203 -0.68
O -2.236 -17.984 4.913 -0.106 -0.142 -0.067 -0.29
C -1.167 -17.164 5.321 -0.308 0.130 1.200 -0.36
C -1.330 -16.912 6.828 -0.617 -0.282 -0.792 -0.68
N -0.372 -15.948 7.328 0.041 -0.021 0.732 -0.34
C -0.412 -15.917 8.810 -0.135 0.591 -1.229 0.14
C 0.080 -14.574 9.319 0.958 0.074 0.501 -0.97
O 0.304 -14.608 10.720 0.133 0.172 0.287 0.10
C -0.849 -14.456 11.524 -0.064 -0.620 -0.530 -0.83
H -1.040 -19.044 3.612 -0.004 -0.079 -0.139 0.31
H -2.103 -17.822 2.853 0.095 -0.011 -0.088 0.27
H -2.801 -19.320 3.495 0.003 -0.035 0.026 0.24
H -1.219 -16.173 4.858 0.308 -0.126 -0.543 0.27
H -0.222 -17.685 5.155 0.202 0.313 -0.256 0.33
H -1.259 -17.872 7.341 0.435 0.036 0.176 0.27
H -2.378 -16.614 6.990 -0.006 0.175 0.023 0.31
H -0.585 -15.014 6.995 -0.146 -0.125 -0.234 0.26
H 0.241 -16.721 9.138 -0.127 -0.017 0.496 -0.08
H -1.450 -16.053 9.139 0.094 -0.302 0.266 0.33
H -0.541 -13.714 9.031 -0.432 -0.261 0.074 0.40
H 1.069 -14.326 8.919 -0.046 -0.327 -0.233 0.31
H -1.246 -13.442 11.417 -0.223 -0.077 0.117 0.33
H -0.605 -14.680 12.560 0.341 0.265 0.029 0.10
H -1.576 -15.225 11.241 -0.326 0.331 -0.012 0.36
C 6.096 -19.396 8.388 0.244 -0.040 -0.282 -0.28
O 6.923 -20.156 7.519 0.145 0.242 0.287 -0.49
C 7.749 -21.036 8.253 -0.580 -1.059 -0.051 0.15
C 8.505 -21.931 7.284 -0.276 -0.334 0.515 -0.81
N 9.467 -22.796 7.977 0.489 0.436 -0.435 -0.42
C 8.898 -23.832 8.831 -0.542 0.484 -0.343 -0.63
C 7.815 -24.706 8.160 0.966 0.329 0.099 -0.46
O 8.375 -25.110 6.924 -0.396 -0.369 -0.142 -0.35
C 7.423 -25.786 6.100 0.736 0.397 0.595 -0.74
H 6.699 -19.009 9.214 -0.103 0.173 0.083 -0.10
H 5.276 -19.991 8.804 0.033 -0.158 0.047 0.15
H 5.676 -18.572 7.815 0.023 0.032 -0.013 0.46
H 7.104 -21.704 8.843 -0.080 0.153 0.261 -0.05
H 8.415 -20.541 8.966 0.126 0.314 -0.210 0.30
H 8.988 -21.283 6.554 0.265 -0.248 -0.065 0.44
H 7.793 -22.598 6.786 -0.270 0.499 -0.425 0.23
H 9.987 -23.268 7.247 0.115 0.023 0.081 0.32
H 8.471 -23.318 9.696 0.033 -0.387 0.218 0.12
H 9.739 -24.454 9.132 -0.127 -0.104 0.223 0.47
H 6.886 -24.150 7.999 -0.083 0.017 -0.002 0.25
H 7.609 -25.566 8.805 -0.156 -0.084 -0.039 0.53
H 7.960 -26.100 5.209 -0.137 0.025 -0.109 0.24
H 6.625 -25.080 5.861 -0.229 -0.241 -0.169 0.31
H 7.049 -26.665 6.630 -0.251 -0.026 -0.118 0.29
C 2.675 -17.447 10.798 -0.123 1.317 0.691 -1.99
C 4.095 -17.818 11.237 -0.977 -1.187 -1.291 2.14
C 4.878 -16.668 11.837 -0.456 0.293 0.187 0.83
O 6.219 -17.086 12.105 -0.508 0.981 -0.095 0.03
C 7.019 -15.923 12.332 0.599 -0.845 0.140 -0.73
N 3.995 -19.028 12.054 0.063 0.471 0.606 1.08
H 2.042 -18.268 10.472 0.413 -0.343 -0.031 0.18
H 2.676 -16.690 10.009 0.089 -0.039 -0.019 0.70
H 2.151 -16.984 11.644 -0.109 -0.008 -0.035 0.26
H 4.547 -18.182 10.304 0.628 0.509 0.116 -1.19
H 4.419 -16.281 12.760 -0.079 -0.512 0.184 -1.43
H 4.879 -15.761 11.217 0.145 -0.336 -0.527 0.37
H 7.971 -16.317 12.689 0.139 0.251 -0.101 0.26
H 6.624 -15.250 13.096 -0.234 -0.172 -0.064 0.22
H 7.154 -15.385 11.393 0.038 0.088 -0.014 0.15
H 4.880 -19.146 12.535 -0.138 -0.407 0.111 -0.17
H 3.279 -18.904 12.788 0.465 -0.056 -0.198 -0.69
```
Forces are in eV/Å.

Summary:
LUMO = 0.49 eV
Calculated total energy = -2837.5083 hartree
Orbital gap = 8.9 eV
SMILES = COC[C@H](C)N.COCCNCCOC.COCCNCCOC.COCCNCCOC.COCCNCCOC.CC(C)O.CC(C)O.CC(C)O.CC(C)O